Record 1
Molecular formula: C16H31HfNP2
Method: DFT, ωB97M-V with the def2-TZVPD basis set

As for the spin multiplicity: 1. The value obtained for the energy is -1412.86883 a.u. The HOMO energy (alpha / beta) is -11.67 / -11.67 eV. The LUMO energy (alpha / beta) comes out at -7.4304 / -7.4302 eV. As for the relative energy (zero: lowest compared OMol25 entry of this formula, charge and spin): 0.00 kJ/mol. Its orbital gap (alpha / beta) is 0.15582 / 0.15588 Ha. The total charge is +2.

Last column: natural (NBO) charge in e.
Positions of all 51 atoms, in Å:
P: -0.5497 -1.9573 -1.2754  1.5946
P: 0.5007 2.1133 -1.1561  1.5803
C: -0.5997 -0.4471 -2.3653  -0.7325
C: 0.4830 0.6890 -2.2584  -0.7818
H: -1.6263 -0.0499 -2.3508  0.2885
H: -0.5033 -0.8680 -3.3809  0.2789
H: 1.4811 0.2467 -2.1807  0.2463
H: 0.4629 1.1940 -3.2372  0.3021
C: -0.8828 3.1788 -1.6699  -0.9633
H: -1.1893 3.8005 -0.8249  0.3050
H: -1.7738 2.6152 -1.9573  0.2691
H: -0.6254 3.8356 -2.5064  0.2627
C: 2.0405 3.0210 -1.4048  -0.9801
H: 1.9949 3.7460 -2.2237  0.2955
H: 2.8695 2.3386 -1.6006  0.2632
H: 2.2730 3.5638 -0.4825  0.2757
C: -1.6978 -3.1144 -2.0699  -0.9698
H: -1.8608 -4.0176 -1.4494  0.2850
H: -1.2764 -3.4192 -3.0430  0.2702
H: -2.6799 -2.6329 -2.2304  0.2846
C: 1.0896 -2.6297 -1.5538  -1.0064
H: 1.8586 -1.8518 -1.7361  0.2589
H: 1.0168 -3.2553 -2.4715  0.2969
H: 1.4546 -3.2841 -0.7406  0.2862
Hf: 0.7412 -0.5524 3.0989  2.3208
C: 0.1692 2.1002 0.6234  -0.4914
C: -1.2922 1.7987 0.8764  -0.6347
C: -1.8540 0.6618 0.1821  -0.4386
C: -2.2617 -0.7885 0.7166  -0.4182
C: -1.1629 -1.8456 0.4235  -0.5443
C: 0.1264 -1.6040 1.2747  -0.6941
C: 1.0954 -0.4631 0.6980  -0.5957
C: 1.1654 1.0103 1.3725  -0.4971
C: 2.3051 -0.6031 4.5460  -1.3257
H: 0.5317 3.1065 0.9079  0.2678
H: -1.6077 2.0148 1.8952  0.2236
H: -0.9814 0.3931 -0.4317  0.1531
H: -2.7165 1.0049 -0.4235  0.1954
H: -2.6353 -0.7917 1.7617  0.2772
H: -3.1143 -1.1193 0.1118  0.2162
H: -1.5535 -2.8616 0.6071  0.2860
H: 0.7249 -2.5224 1.2949  0.2288
H: 0.8727 -0.3289 -0.3725  0.3004
H: 2.1287 -0.9046 0.6389  0.2631
H: 1.0340 1.2408 2.5257  0.1525
H: 2.2255 1.3220 1.2492  0.2506
H: 2.8783 0.3285 4.4416  0.2728
H: 2.9239 -1.4947 4.3522  0.2666
H: 1.8329 -0.6482 5.5438  0.2971
N: -2.4697 -0.6933 4.3346  -0.2147
C: -1.3661 -0.5754 3.9205  -0.3272

Record 2
Molecular formula: C16H31INO9
Method: DFT, ωB97M-V with the def2-TZVPD basis set

As for the spin multiplicity: 1. The value obtained for the energy is -1657.95845 a.u. The HOMO energy is -4.66 eV. The LUMO energy comes out at 2.2754 eV. Its orbital gap is 0.25477 Ha. The total charge is -1.

Last column: natural (NBO) charge in e.
Positions of all 58 atoms, in Å:
C: 1.0569 -1.6457 -4.9510  -0.6087
C: 1.3420 -0.3734 -4.1293  -0.4241
C: 2.3413 -0.6114 -2.9869  -0.0634
O: 2.0425 0.1971 -1.8580  -0.5575
C: 1.7823 -0.5547 -0.6917  0.2572
N: 0.5224 -1.2513 -0.9078  -0.8536
C: 2.9658 -1.5586 -0.3658  0.7272
O: 4.0697 -1.0007 -0.2498  -0.7588
O: 2.6432 -2.7510 -0.2354  -0.7505
C: 1.7850 0.4283 0.4867  -0.2620
I: 0.4652 2.0961 0.0928  -0.0318
C: 1.5515 -0.2896 1.8272  -0.4562
C: 0.3072 0.0490 2.6487  -0.6068
H: 1.1911 -1.4696 -6.0187  0.1910
H: 1.7314 -2.4574 -4.6809  0.2067
H: 0.0429 -2.0043 -4.7928  0.2071
H: 1.7180 0.4060 -4.7917  0.1838
H: 0.4112 -0.0265 -3.6863  0.2108
H: 3.3451 -0.3405 -3.3223  0.1741
H: 2.3286 -1.6658 -2.7218  0.2034
H: 0.1817 -1.6799 -0.0574  0.3618
H: -0.1597 -0.5507 -1.1846  0.3463
H: 2.7702 0.8805 0.4992  0.2532
H: 1.5520 -1.3647 1.6486  0.2336
H: 2.4233 -0.0944 2.4503  0.2149
H: 0.2100 -0.6950 3.4419  0.2035
H: 0.3843 1.0286 3.1158  0.2039
H: -0.6067 0.0103 2.0584  0.2029
C: -3.0496 3.0936 -7.8513  -0.6378
C: -3.6360 3.3550 -6.4801  -0.0688
O: -2.8837 2.7091 -5.4484  -0.4979
C: -1.7592 3.3383 -5.0841  0.9837
O: -1.3723 4.3887 -5.5317  -0.6617
O: -1.1513 2.5988 -4.1716  -0.4864
C: 0.1036 3.1173 -3.7021  -0.2651
H: -2.9531 2.0210 -8.0236  0.2116
H: -3.6945 3.5157 -8.6231  0.2085
H: -2.0620 3.5431 -7.9427  0.2265
H: -4.6355 2.9296 -6.4040  0.1836
H: -3.7015 4.4227 -6.2720  0.1925
H: -0.0118 4.1386 -3.3462  0.1881
H: 0.8407 3.0835 -4.5028  0.1840
H: 0.4152 2.4733 -2.8858  0.2317
C: -0.1768 -4.1747 6.7054  -0.6394
C: -1.4567 -3.3709 6.6420  -0.0714
O: -1.6803 -2.6234 7.8518  -0.4981
C: -0.9735 -1.4998 7.9541  0.9780
O: -0.2098 -1.0651 7.1352  -0.6378
O: -1.2705 -0.9248 9.1234  -0.5001
C: -0.5602 0.2907 9.3695  -0.2558
H: -0.1745 -4.8170 7.5873  0.2054
H: -0.0835 -4.7985 5.8169  0.2234
H: 0.6923 -3.5208 6.7558  0.2289
H: -2.3210 -4.0272 6.5598  0.1864
H: -1.4596 -2.6920 5.7903  0.2022
H: -0.6854 0.9877 8.5442  0.1994
H: 0.4987 0.0867 9.5197  0.1888
H: -0.9867 0.7097 10.2764  0.1898